1.
A structure of composition C41H54N4O12PTi in a non-equilibrium geometry, computed with ωB97M-V with the def2-TZVPD basis set.

- HOMO level (alpha / beta) (eV) = -6.68 / -7.50
- E_tot (hartree) = -3907.7562
- ΔE to the lowest compared entry with this formula, charge and spin (kJ/mol) = 0.00
- 2S+1 = 2

Structure (XYZ):
```
113
C41H54N4O12PTi, DFT ωB97M-V with the def2-TZVPD basis set
Ti -0.065 -1.033 0.665
P -0.703 1.683 1.057
O 0.436 -2.847 1.247
O 3.798 -0.379 3.459
O 3.720 -2.192 -1.383
O -1.246 0.666 0.079
O -1.866 -1.570 -4.448
O -1.916 2.069 2.017
O -0.289 3.048 0.347
O 2.385 -1.076 1.898
O 2.987 2.424 -4.254
O -4.478 -2.831 5.220
O 0.492 1.141 1.778
O -1.207 -1.175 2.246
N -0.273 -0.573 -2.687
N 1.972 -0.031 5.300
N 1.331 -0.416 -0.985
N 1.696 0.537 -3.087
C -0.009 -3.716 2.031
C 0.737 -5.013 2.017
C -3.293 3.113 3.593
C -2.928 -3.086 -2.866
C -2.132 -3.001 -0.597
C -1.706 -4.487 3.682
C -0.441 5.109 -0.757
C 2.511 -2.942 -1.424
C 5.064 -0.445 -0.710
C -0.576 2.975 -2.057
C -1.254 1.871 4.340
C 2.575 1.437 -5.099
C -3.385 -2.961 4.445
C -1.203 -1.987 -0.883
C -1.019 4.058 3.143
C -2.847 -1.943 3.698
C 4.236 1.693 -0.017
C 1.861 0.397 -4.475
C -2.630 -2.136 -5.494
C 1.438 -0.675 -5.246
C -1.709 -2.169 2.890
C 1.529 -0.781 4.124
C 2.821 1.408 -6.459
C -1.845 2.784 3.274
C -1.159 -1.575 -2.207
C 1.682 -0.697 -6.618
C 2.591 -0.750 3.039
C -0.973 3.687 -0.773
C 3.768 -0.904 -0.944
C 5.304 0.835 -0.253
C 2.692 -0.041 -0.724
C -1.121 -3.474 2.878
C 3.838 3.427 -4.777
C -2.806 -4.253 4.445
C 0.925 -0.194 -2.208
C -5.132 -1.570 5.227
C -2.975 -3.540 -1.551
C 2.363 0.338 -7.225
C 2.950 1.247 -0.256
C -2.484 3.673 -0.585
C -2.011 -2.106 -3.190
H -1.307 2.353 5.318
H 2.820 -3.962 -1.643
H -3.263 -5.026 5.048
H 2.409 1.101 -2.646
H 5.876 -1.139 -0.889
H 1.592 -0.416 6.153
H -2.764 4.172 0.344
H -3.358 3.677 4.525
H 0.471 -5.545 1.101
H 3.687 -0.154 4.408
H -2.440 -3.208 -5.586
H -3.271 -0.949 3.667
H -1.027 4.598 4.091
H -2.864 2.651 -0.564
H 0.644 5.105 -0.869
H -3.598 -3.493 -3.610
H 0.929 -1.511 -4.790
H -1.433 4.707 2.370
H 4.401 2.696 0.352
H -0.215 1.660 4.093
H 4.113 4.057 -3.937
H 0.600 -0.432 3.680
H 3.366 2.212 -6.932
H 1.802 -4.786 1.965
H 6.322 1.157 -0.072
H -0.508 -0.213 -3.598
H -3.729 3.707 2.789
H 1.983 -2.920 -0.473
H 4.739 2.990 -5.215
H -5.460 -1.292 4.224
H 1.399 -1.832 4.391
H -5.995 -1.682 5.875
H 0.510 2.977 -2.168
H -3.873 2.193 3.695
H 3.324 4.030 -5.529
H 1.843 -2.601 -2.216
H 2.099 1.891 -0.064
H 1.666 0.933 5.239
H -3.699 -1.973 -5.341
H 0.537 -5.648 2.873
H 0.014 3.826 2.881
H -0.932 1.946 -2.036
H -1.800 0.926 4.373
H -4.477 -0.790 5.623
H -0.691 5.600 0.185
H -2.953 4.202 -1.417
H -1.279 -5.480 3.681
H -2.317 -1.633 -6.406
H -2.226 -3.371 0.418
H -1.012 3.487 -2.918
H 1.343 -1.544 -7.200
H 2.555 0.322 -8.289
H -3.691 -4.307 -1.278
H -0.877 5.681 -1.578
```

2.
A structure of composition C41H55AsBrN2OPdS2Si in a non-equilibrium geometry, computed with ωB97M-V with the def2-TZVPD basis set.

- HOMO level (alpha / beta) (eV) = -15.46 / -15.37
- net charge = +3
- E_tot (hartree) = -7802.5861
- 2S+1 = 5

Structure (XYZ):
```
105
C41H55AsBrN2OPdS2Si, DFT ωB97M-V with the def2-TZVPD basis set
Pd -0.179 1.377 0.201
Br 1.759 -0.564 1.775
As -1.112 1.842 -2.009
S 1.400 3.081 -0.014
S -1.230 2.086 2.111
Si 3.225 -2.205 2.354
O -2.078 -1.152 0.024
N -2.846 -0.034 1.883
N -3.846 2.051 1.447
C 3.217 -4.980 1.739
C 3.994 -3.069 4.991
C 4.788 -1.718 1.325
C -0.462 5.883 -3.077
C 2.281 -3.766 1.821
C -3.031 -0.701 0.649
C -6.776 -1.270 0.779
C -4.732 -1.070 -1.131
C -0.921 1.435 -4.866
C 1.107 -4.096 2.767
C -0.836 4.546 -3.084
C 1.245 -1.422 -2.964
C 3.315 -1.884 4.287
C -6.068 -1.297 -1.529
C 0.270 -0.582 -2.411
C 0.544 0.795 -2.229
C -2.813 1.039 -6.369
C 0.319 6.390 -2.004
C -1.435 1.171 -6.157
C 1.796 1.289 -2.643
C -3.885 3.531 1.481
C -5.037 4.120 0.692
C 0.818 5.500 -1.044
C 1.928 -1.718 4.957
C 6.042 -2.365 1.929
C 2.778 0.415 -3.078
C -3.174 1.384 -3.986
C 2.505 -0.942 -3.307
C -3.687 1.197 -5.275
C 4.676 -2.223 -0.132
C 5.014 -0.199 1.169
C -5.478 -0.997 1.202
C -0.346 3.643 -2.133
C -5.032 3.706 -0.795
C -2.773 1.349 1.808
C 1.598 -3.588 0.455
C -7.071 -1.412 -0.572
C -1.805 1.504 -3.798
C -4.426 -0.934 0.233
C 0.539 4.133 -1.116
C 4.073 -0.591 4.566
H 2.042 -1.491 6.047
H 0.893 -2.746 0.409
H -0.715 6.498 -3.908
H 5.607 -1.938 -0.662
H 1.441 5.830 -0.237
H -3.895 3.846 2.543
H 3.457 -5.397 2.720
H -3.953 -0.963 -1.869
H 2.657 -5.760 1.161
H 3.455 -4.001 4.793
H 4.577 -3.329 -0.202
H -0.708 1.136 -6.963
H 3.995 -2.893 6.070
H 3.505 0.319 4.269
H -5.279 2.646 -0.965
H -5.210 -0.908 2.250
H 1.976 2.364 -2.600
H -0.669 -0.999 -1.984
H -5.736 4.341 -1.343
H -5.978 3.827 1.144
H 0.422 -3.221 2.868
H 5.089 -0.565 4.099
H 1.314 -2.626 4.872
H 3.307 -1.626 -3.653
H 4.262 -0.533 5.655
H 3.781 0.789 -3.233
H 5.995 -0.077 0.655
H -4.703 1.544 1.259
H -8.087 -1.659 -0.867
H -3.845 1.383 -3.137
H -1.908 -0.348 2.196
H 1.006 -4.515 0.266
H -7.573 -1.448 1.536
H 3.855 -1.742 -0.678
H 5.081 0.337 2.151
H 1.403 -4.406 3.773
H 2.318 -3.457 -0.378
H -2.938 3.884 1.041
H -3.191 0.892 -7.379
H 5.033 -3.215 4.678
H 0.181 1.520 -4.733
H 4.160 -4.783 1.201
H 6.094 -3.463 1.715
H -6.250 -1.416 -2.599
H 1.013 -2.490 -3.037
H -4.777 1.193 -5.370
H 0.538 7.451 -1.950
H -4.984 5.221 0.806
H 6.137 -2.249 3.011
H 0.540 -4.938 2.290
H 6.954 -1.915 1.464
H -1.459 4.139 -3.886
H 1.387 -0.882 4.502
H -4.037 3.858 -1.270
H 4.263 0.296 0.538
```

Q: Among the records above, which one has the highest 2S+1?
A: C41H55AsBrN2OPdS2Si

Q: Which of these has the highest 2S+1?
A: C41H55AsBrN2OPdS2Si

Q: Which formula does entry 2 have?
A: C41H55AsBrN2OPdS2Si